(1)
71
Properties=species:S:1:pos:R:3 method="wB97M-V/def2-TZVPD" e_tot_ha=-1832.85089 charge=-1 orbital_gap_ev=5.92 multiplicity=1 e_homo_ev=-3.80
Cs 0.652 0.025 0.884
Si 4.980 -0.131 -0.155
F 2.165 -0.398 2.981
O -2.092 0.342 0.010
O 1.372 2.846 1.056
O -1.510 -1.163 1.542
N -4.521 0.061 -1.156
N 4.176 -0.172 1.327
C -2.272 -0.731 0.657
C 2.259 3.176 3.220
C -6.722 0.981 -3.976
C 3.507 -0.681 4.900
C -4.520 -1.183 -0.548
C -3.100 -1.230 -3.294
C -4.367 -0.466 -3.540
C -4.647 -3.679 0.735
C 6.874 -0.142 -0.017
C -5.030 0.163 -2.478
C -3.602 -2.806 0.973
C 0.877 3.815 3.142
C 5.735 -0.431 3.257
C -5.633 -3.297 -0.165
C 5.865 -0.622 4.626
C 3.419 -0.483 3.557
C 2.628 3.019 1.755
C -4.914 -0.380 -4.825
C -4.257 -1.062 -5.990
C 4.440 1.414 -1.093
C 0.281 3.113 1.934
C -3.500 -1.570 0.345
C -5.576 -2.071 -0.796
C 4.470 -1.598 -1.226
C -6.086 0.342 -5.027
C 4.780 -0.753 5.476
C -6.195 0.886 -2.701
C 4.473 -0.350 2.601
H 4.899 -1.577 -2.227
H -3.313 -2.276 -3.059
H -3.263 -0.657 -6.192
H -7.632 1.542 -4.146
H -6.668 1.355 -1.850
H 3.087 3.922 1.340
H 7.241 0.706 0.559
H 4.900 -0.907 6.539
H -6.495 0.400 -6.028
H 4.804 1.461 -2.119
H 2.981 3.781 3.769
H -6.360 -1.783 -1.483
H -4.125 -2.132 -5.819
H 3.351 1.456 -1.118
H 6.650 -0.343 2.688
H 4.785 2.307 -0.572
H -3.638 0.552 -0.966
H 2.593 -0.774 5.474
H 0.954 4.889 2.951
H -2.803 -3.057 1.658
H 7.322 -0.078 -1.016
H 0.283 3.681 4.047
H 2.214 2.198 3.704
H 7.246 -1.055 0.445
H -0.469 3.688 1.385
H 3.383 -1.612 -1.323
H -4.853 -0.944 -6.894
H -0.199 2.161 2.205
H 6.875 -0.668 5.021
H -6.467 -3.957 -0.376
H -4.694 -4.636 1.235
H -2.451 -1.217 -4.167
H 4.764 -2.532 -0.746
H -2.548 -0.818 -2.451
H 3.238 2.139 1.540


(2)
86
Properties=species:S:1:pos:R:3 method="wB97M-V/def2-TZVPD" e_tot_ha=-6584.01426 charge=+3 orbital_gap_ev="5.30 / 3.56" multiplicity=6 e_homo_ev="-15.16 / -15.42"
Ru 10.618 16.625 8.321
Ge 10.893 19.091 8.052
Ge 12.970 16.969 7.949
S 9.511 16.733 11.581
S 12.291 9.340 7.691
O 10.733 16.784 10.619
N 8.485 16.744 7.889
N 9.613 9.411 7.672
N 7.918 16.386 6.706
N 10.630 14.430 7.981
C 9.731 14.043 11.278
C 13.812 23.999 7.792
C 10.266 16.526 13.230
C 14.790 23.026 7.717
C 11.766 13.740 7.797
C 7.479 14.930 11.224
C 9.489 12.301 7.818
C 8.843 15.098 11.403
C 9.500 13.682 7.964
C 11.844 12.376 7.721
C 13.616 18.802 8.046
C 13.456 16.413 6.119
C 12.747 19.820 7.903
C 12.483 23.598 7.808
C 9.730 20.719 5.708
C 13.916 16.073 9.448
C 10.679 11.566 7.755
C 10.185 19.847 9.766
C 7.005 13.668 10.907
C 9.220 12.774 11.014
C 12.136 22.241 7.759
C 9.657 21.250 9.888
C 13.107 21.240 7.753
C 6.587 16.639 6.721
C 7.527 17.344 8.620
C 9.957 19.359 6.312
C 14.909 16.557 5.751
C 10.806 10.093 7.708
C 7.875 12.588 10.809
C 15.256 16.605 9.892
C 14.449 21.669 7.688
C 6.293 17.225 7.938
H 8.737 9.932 7.684
H 9.460 16.512 13.951
H 8.478 15.949 5.964
H 5.335 17.560 8.301
H 15.266 17.587 5.821
H 7.719 17.785 9.586
H 15.008 16.278 4.687
H 10.973 19.648 10.489
H 8.992 18.855 6.441
H 15.242 20.947 7.589
H 8.869 21.469 9.171
H 9.912 11.945 10.948
H 12.677 14.323 7.717
H 10.412 22.035 9.808
H 9.360 19.189 10.017
H 9.277 20.582 4.720
H 9.648 8.407 7.570
H 13.132 15.386 5.956
H 8.536 11.819 7.875
H 12.813 11.882 7.666
H 10.892 15.641 13.294
H 11.680 24.327 7.832
H 10.879 17.415 13.399
H 14.678 18.964 8.170
H 14.001 15.014 9.193
H 13.212 16.158 10.276
H 7.492 11.611 10.565
H 10.638 21.302 5.560
H 14.077 25.052 7.834
H 16.017 16.645 9.113
H 15.845 23.272 7.714
H 5.951 13.512 10.737
H 11.076 22.010 7.719
H 9.218 21.374 10.873
H 15.669 15.947 10.649
H 15.175 17.587 10.344
H 6.807 15.767 11.300
H 12.834 17.039 5.481
H 5.968 16.376 5.880
H 10.800 14.214 11.322
H 10.538 18.705 5.647
H 8.573 14.219 8.116
H 15.585 15.898 6.292
H 9.060 21.330 6.294


(3)
84
Properties=species:S:1:pos:R:3 method="wB97M-V/def2-TZVPD" e_tot_ha=-5745.25068 charge=-2 orbital_gap_ev=5.14 multiplicity=1 e_homo_ev=-1.55
I 0.307 -4.919 0.195
Sb 1.247 3.382 0.056
Br 2.714 -7.593 0.104
K -1.205 -0.063 0.319
Cl 1.294 -1.029 1.348
F -3.204 3.293 2.577
F -1.733 2.167 1.203
F -2.484 1.154 3.117
F -1.029 2.946 3.262
N -4.658 0.029 -0.035
C -3.993 -2.367 -0.260
C -2.318 -3.249 -1.665
C 1.340 4.635 -2.890
C -4.368 -4.485 -1.373
C 4.616 -5.551 -0.232
C -5.178 1.032 0.873
C -4.808 -3.468 -0.530
C 0.576 3.612 -2.054
C 3.885 2.586 -1.399
C 4.189 -3.193 -0.332
C -3.109 -4.367 -1.950
C -0.901 4.010 -1.989
C -4.554 -1.268 0.630
C 2.835 -3.428 -0.169
C 3.256 -5.785 -0.068
C 5.081 -4.250 -0.363
C 4.142 4.769 -0.271
C 1.346 6.706 0.091
C 0.660 2.245 -2.742
C -5.459 -0.040 -1.234
C 1.811 -0.074 -0.197
C 0.912 5.461 0.857
C 3.463 3.409 -0.179
C 1.637 5.412 2.208
C -2.695 -2.198 -0.802
C 3.947 2.676 1.078
C -0.584 5.582 1.158
C 2.355 -4.734 -0.032
B -2.116 2.401 2.562
H 3.991 5.376 0.623
H 1.688 1.933 -2.927
H 4.965 2.377 -1.332
H 3.493 1.683 1.152
H 2.140 -2.597 -0.126
H -1.336 -3.216 -2.141
H -6.212 0.797 1.195
H -5.491 0.945 -1.707
H -4.552 1.109 1.759
H 1.420 -0.711 -1.011
H 5.041 2.554 1.041
H -1.481 3.367 -1.321
H 6.142 -4.072 -0.488
H 1.136 7.597 0.709
H 0.973 4.608 -3.929
H 2.897 -0.250 -0.208
H 0.194 1.454 -2.153
H 1.277 4.579 2.819
H 3.359 1.634 -1.448
H 1.443 6.342 2.766
H 4.537 -2.171 -0.432
H -5.798 -3.535 -0.080
H -5.186 2.009 0.385
H -5.026 -0.753 -1.936
H 0.145 2.304 -3.712
H 5.300 -6.389 -0.253
H 0.783 6.829 -0.837
H -4.996 -5.346 -1.577
H -1.343 3.938 -2.993
H -6.501 -0.353 -1.019
H -1.174 5.755 0.257
H 2.412 4.431 -2.918
H 1.205 5.652 -2.522
H 2.721 5.315 2.103
H -0.988 4.703 1.663
H 2.408 6.724 -0.153
H 5.228 4.617 -0.383
H -5.548 -1.570 1.022
H -3.904 -1.120 1.498
H 3.717 3.127 -2.333
H -0.748 6.444 1.824
H -1.029 5.037 -1.645
H 3.702 3.223 1.993
H 3.800 5.345 -1.134
H -2.745 -5.144 -2.618